## w
A 8-piece molecular cluster, BH18O7 overall, computed with ωB97M-V/def2-TZVPD.

Element x y z (Å)
H (-32.7013, -11.6841, 44.0870)
H (-32.1694, -15.6577, 42.9813)
O (-32.6759, -11.1000, 47.1189)
B (-32.0561, -12.5980, 44.0574)
H (-30.5261, -12.9239, 47.5483)
H (-32.2186, -13.3698, 45.0031)
H (-31.6352, -13.9307, 46.9483)
H (-35.3946, -13.1641, 43.9650)
H (-28.6699, -10.4384, 43.0250)
H (-32.2368, -13.2731, 43.1414)
H (-30.1816, -13.9343, 43.2490)
H (-32.1686, -11.1453, 46.3603)
H (-34.6541, -13.0114, 42.5522)
O (-33.8362, -12.8349, 40.3713)
H (-30.7342, -15.6936, 42.9566)
O (-29.5271, -14.7690, 43.2175)
O (-29.6514, -10.1448, 43.0114)
O (-31.6249, -16.0533, 42.4641)
O (-30.9642, -13.8368, 47.6888)
H (-29.9122, -11.0460, 43.4258)
H (-32.9542, -12.2914, 40.4830)
H (-30.8824, -12.2826, 44.1460)
H (-33.2704, -13.5135, 39.9807)
O (-35.6259, -12.8550, 42.9566)
H (-29.3093, -15.0903, 44.1031)
H (-32.5489, -10.1364, 47.2687)

Values from the calculation:
HOMO (Ha): -0.23468
LUMO (eV): 2.9
Gap between HOMO and LUMO (hartree): 0.34261
Total charge: -1

---

## x
A 8-piece molecular cluster, BH18O7 overall, computed with ωB97M-V/def2-TZVPD.

Element x y z (Å)
O (-2.7399, -1.3810, -2.5945)
H (3.1341, -0.0940, -0.1865)
O (3.9691, 0.0610, -0.3365)
B (0.2161, 0.0160, -0.2915)
H (-3.5349, -0.8150, 2.2155)
O (1.1041, 0.6160, 3.5155)
O (1.8491, -3.3610, -0.2895)
H (0.6151, -0.3520, -1.3525)
H (-1.2179, 4.0520, 0.8345)
H (-3.5709, -1.7310, -2.1655)
H (0.8201, 0.9990, 0.0295)
H (1.1051, 1.1780, 2.6855)
H (1.9981, -3.5930, -1.2415)
O (-2.5519, -0.9260, 2.1825)
H (1.3071, -2.5810, -0.1375)
H (0.3731, -0.9950, 0.4735)
O (-0.4319, 2.1900, -2.6745)
O (-1.4569, 3.3620, 1.3805)
H (-0.2549, 1.2860, -2.1665)
H (-1.0759, 0.3840, -0.2385)
H (-2.0439, -0.5010, 1.5215)
H (-2.0269, -1.2370, -1.8035)
H (-0.1739, 1.7730, -3.4745)
H (1.4571, -0.3060, 3.5365)
H (4.6621, -0.6270, -0.2235)
H (-1.5299, 2.5830, 0.8005)

Values from the calculation:
HOMO (Ha): -0.22984
LUMO (eV): 3.0
Gap between HOMO and LUMO (hartree): 0.34097
Total charge: -1

---

Which of them is the most stable, and which is the least stable? x and w, in that order.

---

## w
One molecule with the formula C20H23NO4, computed with ωB97M-V/def2-TZVPD.

Element x y z (Å)
C (-4.9481, 0.1328, 0.0251)
H (4.9952, 3.7616, 0.4766)
C (5.8110, 2.0392, -0.5087)
C (1.3241, -1.1630, -0.0394)
N (-7.3246, 0.1126, 0.2663)
H (4.9950, -2.5925, -0.4544)
H (0.9123, -1.7533, 1.9662)
O (-2.6345, 0.0558, -0.2862)
H (-0.9297, 0.2093, -2.1609)
C (5.5760, -0.5069, -0.4292)
C (-0.8316, -0.9468, 1.0182)
C (-6.2478, 1.9488, -0.8168)
C (0.4956, -1.3262, 1.0669)
C (-7.3732, 1.2813, -0.3518)
C (-3.6761, -0.5822, 0.2870)
C (-5.0085, 1.3642, -0.6246)
H (2.8789, 2.7011, 1.2749)
C (-0.5125, -0.2248, -1.2654)
H (6.4928, 1.7830, 0.3030)
C (2.7467, -1.5725, 0.0778)
C (5.4021, 0.7653, -1.2610)
H (5.1016, -1.8450, -2.0799)
H (6.3563, 2.6981, -1.1881)
H (-4.1040, 1.8454, -0.9647)
H (-6.3405, 2.9015, -1.3146)
C (4.5076, 1.9026, 2.4103)
C (-1.3346, -0.4004, -0.1555)
C (4.8169, -1.6836, -1.0382)
H (3.4448, 1.1427, 0.6990)
C (3.7771, 2.1062, 1.0885)
H (3.8577, 1.4033, 3.1252)
H (5.2016, -0.3535, 0.5828)
H (4.3570, 0.8497, -1.5659)
H (-1.4688, -1.0780, 1.8774)
O (3.4150, -1.4187, -1.0721)
H (-8.3631, 1.6998, -0.4779)
O (-3.5934, -1.6079, 0.9099)
H (1.4536, -0.4736, -2.0646)
C (4.6211, 2.8321, 0.0394)
H (5.3970, 1.2915, 2.2809)
C (0.8118, -0.6042, -1.2080)
H (3.9745, 3.1033, -0.7997)
H (5.9971, 0.6648, -2.1716)
H (4.8098, 2.8606, 2.8289)
O (3.2445, -1.9925, 1.0941)
H (6.6325, -0.7715, -0.3601)
H (-6.1334, -1.4017, 0.9571)
C (-6.1461, -0.4463, 0.4500)

Values from the calculation:
HOMO (Ha): -0.34780
LUMO (eV): -0.1
Gap between HOMO and LUMO (hartree): 0.34575

---

## x
One molecule with the formula C20H23NO4, computed with ωB97M-V/def2-TZVPD.

Element x y z (Å)
H (-2.5042, -1.1025, -3.4439)
C (-1.9553, 0.8422, 3.0339)
H (-2.9405, -0.1076, -1.2605)
C (0.8893, -1.3532, 1.1809)
O (-2.5156, 1.2490, 0.6726)
C (4.6812, -0.0294, -0.3202)
H (-1.2844, -2.4169, -4.9822)
C (0.0610, 1.3215, -1.8925)
H (-2.1008, -1.0351, -5.7698)
C (-1.1212, -2.6806, 3.1619)
O (-1.7291, 1.2533, 4.1486)
C (-2.7401, 1.6763, 2.0080)
H (-0.4049, -3.3354, 3.6501)
C (2.4698, 0.4558, 0.4734)
H (1.4721, -1.6217, 3.2397)
C (-1.7781, -0.4272, -3.0195)
C (3.2201, -1.8121, 0.3413)
H (5.6349, 0.3081, -0.6989)
C (-1.1144, 1.0104, -1.2032)
H (-2.0837, -2.7900, 3.6556)
C (4.4438, -1.3806, -0.1415)
H (3.8717, 1.9444, -0.1449)
C (0.7609, -1.0187, 2.6725)
C (-0.6488, -1.2339, 3.2484)
H (5.2127, -2.1018, -0.3788)
C (-1.3230, 1.5962, 0.1336)
H (0.7625, 2.0054, -1.4419)
H (-0.6413, -0.9102, 4.2950)
C (-1.1331, -1.5032, -5.5651)
H (-0.6485, -1.7540, -6.5071)
C (0.3154, 0.7642, -3.1212)
H (1.0225, 0.0310, 2.8195)
H (-1.2284, -2.9917, 2.1252)
H (1.2195, 0.9913, -3.6626)
H (3.0401, -2.8698, 0.4770)
N (-1.5986, -0.3707, 2.5754)
C (2.2208, -0.9006, 0.6495)
H (-3.8118, 1.5703, 2.1877)
C (3.6908, 0.8879, -0.0101)
O (-0.5198, 2.2853, 0.7128)
H (1.7009, 1.1744, 0.7173)
H (0.1041, -0.8398, 0.6191)
C (-0.6014, -0.1199, -3.7020)
H (-2.4451, 2.7225, 2.1336)
C (-2.0273, 0.1340, -1.7825)
H (0.7780, -2.4279, 1.0269)
H (-1.8360, -0.6128, 1.6249)
O (-0.2567, -0.6136, -4.9128)

Values from the calculation:
HOMO (Ha): -0.32815
LUMO (eV): 0.5
Gap between HOMO and LUMO (hartree): 0.34618

---

Which of them is the most stable, and which is the least stable? x and w, in that order.

---

## w
An isolated ion of composition C5H6NS and charge +1, computed with ωB97M-V/def2-TZVPD.

Element x y z (Å)
H (0.7399, -2.0725, 0.8476)
H (0.6221, -2.0632, -0.9172)
C (1.1231, 1.8910, -0.0006)
C (-0.2348, 1.9652, 0.0005)
C (-0.7329, 0.6270, 0.0027)
S (2.9599, -0.2054, 0.0000)
N (0.2623, -0.2309, 0.0043)
H (1.8372, 2.6918, -0.0015)
C (0.1871, -1.6631, 0.0007)
H (-0.8517, -1.9787, 0.0670)
H (-1.7657, 0.3211, 0.0031)
H (-0.8469, 2.8464, 0.0002)
C (1.4815, 0.4940, 0.0013)

Values from the calculation:
HOMO (Ha): -0.53138
LUMO (eV): -7.3
Gap between HOMO and LUMO (hartree): 0.26297
Total charge: +1

---

## x
C5H6NS as an isolated structure, computed with ωB97M-V/def2-TZVPD.

Element x y z (Å)
C (0.6541, 1.8991, 0.2170)
H (1.4645, 1.5300, -0.3438)
C (-0.4443, 0.8746, 0.0227)
C (-1.8860, -1.9588, -0.5166)
C (-0.3876, -0.4465, 0.0231)
H (0.3424, 2.9311, -0.1420)
H (1.6849, -1.1207, 0.0846)
N (-1.7680, -0.7404, -0.4356)
S (-2.2205, 0.9007, -0.5717)
H (0.4293, -2.2348, -0.7872)
C (0.6876, -1.4992, 0.0250)
H (0.7909, 1.8404, 1.3833)
H (0.6526, -1.9755, 1.0412)

Values from the calculation:
HOMO (Ha): -0.52883
LUMO (eV): -6.7
Gap between HOMO and LUMO (hartree): 0.28125
Total charge: +1

---

## y
An isolated ion of composition C5H6NS and charge +1, computed with ωB97M-V/def2-TZVPD.

Element x y z (Å)
H (0.0096, 2.2505, -0.1101)
N (-1.6661, -0.9775, 0.0604)
C (0.3686, 0.2706, -0.0252)
H (-2.7955, -2.6631, -0.4094)
C (0.9316, 1.6406, -0.0121)
H (1.6576, 2.0366, -0.8295)
H (-1.7526, 0.9706, -0.2867)
C (1.2446, -0.8610, 0.1651)
S (2.9300, -0.7056, 0.2740)
H (0.8315, -1.8895, 0.1154)
H (1.6435, 1.6329, 0.8050)
C (-1.0286, 0.1988, 0.0647)
C (-2.3742, -1.9039, 0.1883)

Values from the calculation:
HOMO (alpha / beta) (Ha): -0.49021 / -0.49025
LUMO (alpha / beta) (eV): -6.8 / -6.8
Gap between HOMO and LUMO (alpha / beta) (hartree): 0.23859 / 0.23862
Total charge: +1

---

Which of them is the most stable, and which is the least stable? w and x, in that order.